{
  "formula": "C40H54BrF4N9SSiSr",
  "method": "ωB97M-V/def2-TZVPD",
  "charge": 0,
  "fmax_ev_per_a": 7.1,
  "homo_energy_ev": -6.95,
  "energy_ev": -156227.73280,
  "species": ["Sr", "C", "N", "C", "C", "C", "N", "C", "C", "F", "C", "F", "C", "C", "F", "C", "F", "H", "H", "H", "H", "H", "H", "H", "H", "H", "H", "H", "C", "C", "C", "C", "N", "C", "C", "C", "C", "C", "C", "N", "H", "H", "H", "H", "H", "H", "H", "H", "N", "C", "C", "C", "N", "C", "N", "S", "C", "N", "C", "C", "C", "N", "H", "H", "H", "H", "H", "H", "H", "H", "C", "C", "C", "C", "Si", "Br", "C", "C", "C", "C", "C", "C", "C", "C", "H", "H", "H", "H", "H", "H", "H", "H", "H", "H", "H", "H", "H", "H", "H", "H", "H", "H", "H", "H", "H", "H", "H", "H", "H", "H", "H"],
  "positions_angstrom": [[-1.2738, 0.1676, 0.4205], [-4.4940, 0.5982, -1.1759], [-3.2338, 0.5963, -0.4440], [-2.6821, 2.0596, -0.3162], [-3.4999, 0.2877, 1.1072], [-2.6874, 1.1392, 2.3000], [-1.1757, 1.3881, 2.2379], [-0.7322, 2.4291, 2.9881], [0.5809, 2.8780, 2.7482], [1.3667, 2.1279, 1.9379], [1.0812, 4.0335, 3.2886], [2.3195, 4.4294, 2.9369], [0.3423, 4.7930, 4.1808], [-0.8862, 4.2885, 4.5447], [-1.6234, 4.9385, 5.4648], [-1.4014, 3.1228, 4.0067], [-2.5690, 2.6606, 4.5173], [-4.2952, 0.8359, -2.2204], [-5.1999, 1.3354, -0.7775], [-4.9540, -0.3871, -1.1019], [-3.5032, 2.6693, 0.0700], [-2.4008, 2.4771, -1.2792], [-1.8470, 2.1505, 0.4939], [-3.4170, -0.8101, 1.2937], [-4.5246, 0.5681, 1.3333], [-2.9696, 0.5859, 3.1980], [-3.2390, 2.0773, 2.3802], [0.7226, 5.7119, 4.5991], [-4.2025, 5.3597, 0.7434], [-3.8855, 5.4903, -0.5984], [-2.5673, 5.3142, -0.9942], [-1.6269, 4.9677, -0.0328], [-1.9139, 4.8998, 1.2676], [-3.1723, 5.1018, 1.6410], [-0.2277, 4.6077, -0.4228], [0.6623, 5.6161, -0.7773], [1.9442, 5.2720, -1.1657], [2.2861, 3.9273, -1.2010], [1.3257, 2.9999, -0.8429], [0.0896, 3.3152, -0.4570], [-5.2269, 5.4026, 1.0877], [-4.6585, 5.6792, -1.3325], [-2.2813, 5.3616, -2.0374], [-3.3708, 5.0163, 2.7049], [0.3459, 6.6496, -0.7332], [2.6615, 6.0346, -1.4386], [3.2757, 3.6022, -1.4904], [1.5561, 1.9421, -0.8430], [0.2514, -1.3001, 1.8242], [0.5651, -1.3909, 2.9393], [0.9473, -1.5760, 4.2587], [0.9003, -0.4983, 5.1746], [0.8620, 0.3806, 5.9205], [1.3201, -2.8835, 4.6462], [1.6237, -3.9520, 4.9636], [-4.9936, -2.0819, 3.2768], [-3.7874, -2.9615, 2.5118], [-2.5784, -3.1574, 3.0607], [-1.5703, -4.0755, 2.5393], [-1.6516, -4.0954, 1.0233], [-3.0829, -4.4057, 0.6252], [-3.9631, -3.4219, 1.2425], [-2.4718, -2.7993, 3.9970], [-1.7394, -5.0820, 2.9342], [-0.5942, -3.7394, 2.8783], [-0.9861, -4.8647, 0.6324], [-1.3326, -3.1275, 0.6225], [-3.3404, -5.4168, 0.9594], [-3.2184, -4.3634, -0.4556], [-4.9183, -3.3643, 0.9291], [1.0239, -2.4157, -4.7637], [2.3045, -1.7742, -4.2011], [3.5233, -2.4437, -4.8597], [2.2711, -0.2942, -4.6199], [2.3870, -1.9830, -2.2978], [0.3422, -0.8420, -1.7254], [3.6186, -0.8758, -1.3495], [3.2422, -0.6155, 0.1235], [5.0066, -1.5464, -1.3886], [3.7257, 0.5064, -2.0177], [1.9759, -3.7277, -1.6120], [2.0478, -3.7310, -0.0784], [3.0002, -4.7416, -2.1522], [0.5639, -4.2145, -1.9728], [0.9416, -2.1431, -5.8197], [0.1257, -2.0696, -4.2552], [1.0606, -3.5032, -4.7189], [3.4914, -2.2662, -5.9385], [3.5384, -3.5215, -4.7029], [4.4669, -2.0385, -4.4866], [2.1067, -0.2555, -5.7006], [3.2069, 0.2228, -4.4171], [1.4570, 0.2480, -4.1388], [3.2032, -1.5074, 0.7328], [2.2911, -0.0981, 0.2320], [4.0193, 0.0259, 0.5494], [5.0069, -2.5170, -0.8881], [5.7292, -0.9090, -0.8721], [5.3650, -1.6936, -2.4107], [2.7558, 0.9208, -2.2875], [4.3490, 0.4777, -2.9128], [4.2003, 1.1922, -1.3104], [3.0625, -3.5755, 0.2844], [1.7407, -4.7201, 0.2778], [1.3920, -2.9858, 0.3722], [4.0254, -4.4737, -1.8862], [2.9503, -4.8404, -3.2369], [2.7930, -5.7240, -1.7187], [-0.2050, -3.5613, -1.5662], [0.4378, -5.2112, -1.5379], [0.3968, -4.3086, -3.0421]],
  "forces_ev_per_angstrom": [[6.2, -3.5, -0.5], [0.0, 0.0, 0.1], [-1.6, 2.6, 1.9], [-1.2, -0.1, 0.3], [-0.6, 0.5, 0.5], [0.0, 0.2, 0.3], [-2.4, 0.1, 0.8], [0.0, -0.1, 0.1], [0.0, -0.1, 0.0], [-0.1, 0.1, -0.1], [0.0, 0.0, 0.1], [0.0, 0.0, 0.0], [0.0, 0.0, 0.0], [0.0, -0.1, 0.0], [0.0, 0.0, 0.0], [0.1, 0.2, 0.1], [-0.1, 0.1, -0.1], [0.0, -0.1, 0.0], [0.0, 0.0, 0.0], [0.0, 0.0, -0.1], [0.0, 0.1, 0.0], [0.2, -0.3, -0.1], [-1.5, 0.7, -1.6], [0.0, 0.7, -0.3], [-0.1, -0.2, -0.1], [0.0, -0.3, -0.1], [0.1, 0.1, -0.2], [0.0, 0.0, 0.0], [0.0, -0.1, 0.0], [0.0, -0.1, 0.0], [-0.1, -0.1, -0.1], [0.0, 0.0, 0.2], [0.0, -0.1, -0.1], [-0.1, -0.1, 0.0], [0.0, 0.3, -0.2], [0.0, 0.0, 0.0], [0.0, -0.1, 0.0], [0.0, 0.1, 0.0], [0.0, -0.1, 0.1], [0.1, 0.0, -0.1], [0.0, 0.2, 0.0], [0.0, 0.1, 0.0], [0.0, 0.1, 0.0], [0.0, 0.0, 0.0], [0.0, 0.0, 0.0], [0.0, 0.0, 0.0], [0.0, 0.0, 0.0], [0.1, 0.0, 0.0], [0.0, -0.2, -0.1], [0.1, -0.1, 0.0], [-0.1, 0.0, -0.1], [0.0, 0.0, 0.0], [0.0, 0.0, 0.0], [0.1, 0.1, 0.2], [-0.1, -0.1, -0.1], [0.0, 0.0, 0.0], [0.0, 0.2, -0.1], [0.0, -0.1, 0.1], [0.0, 0.1, -0.1], [0.0, -0.1, 0.1], [0.0, 0.1, 0.0], [-0.1, -0.1, 0.0], [0.0, 0.0, 0.0], [0.0, 0.0, 0.0], [0.0, 0.0, 0.0], [0.0, 0.0, 0.0], [0.0, -0.1, 0.0], [0.0, 0.0, -0.1], [0.0, 0.0, 0.0], [0.0, 0.0, 0.0], [0.2, -0.1, -0.1], [0.0, 0.0, 0.1], [0.0, 0.1, 0.1], [0.1, -0.1, -0.1], [-1.2, 0.5, 0.4], [0.7, -0.3, -0.9], [0.2, -0.1, 0.0], [0.1, 0.0, -0.2], [-0.1, 0.0, 0.0], [0.2, -0.1, 0.0], [0.2, 0.0, 0.0], [0.1, -0.1, 0.0], [0.0, 0.1, 0.0], [0.1, 0.0, -0.2], [0.0, 0.0, 0.0], [0.0, 0.0, 0.0], [0.0, 0.0, 0.0], [0.0, 0.0, 0.0], [0.0, 0.0, 0.0], [0.0, 0.0, 0.0], [0.0, 0.0, 0.0], [-0.2, -0.1, -0.1], [0.0, 0.0, 0.0], [-0.1, -0.2, 0.1], [0.0, 0.0, 0.0], [0.0, 0.0, 0.0], [0.0, 0.0, 0.0], [0.0, 0.0, 0.0], [0.0, 0.0, 0.0], [0.0, 0.0, 0.0], [0.0, 0.0, 0.1], [0.0, 0.0, 0.0], [0.1, 0.1, 0.0], [0.0, 0.0, 0.0], [0.0, 0.0, 0.0], [0.0, 0.0, 0.0], [0.0, -0.1, 0.0], [0.0, 0.0, 0.0], [0.0, 0.0, 0.0], [0.0, 0.0, 0.0], [0.0, 0.0, 0.0]]
}